Model P:
A structure of composition ClO5S2. Source: OMol25; level of theory: wB97M-V/def2-TZVPD.

Its HOMO energy (spin up / spin down) is -5.9 / -5.9 eV. The calculation puts the gap between HOMO and LUMO (spin up / spin down) at 7.481 / 7.480 eV. As for the molecular weight: 179.582 g/mol.

```
! RIJCOSX wB97M-V def2-TZVPD def2/J DEFGRID3
* xyz -1 1
O 2.08656 0.20165 -0.51612
O 1.28902 -1.46771 1.08853
O 0.68102 -1.56736 -1.41944
O -0.45083 1.68500 1.20939
O -1.88607 -0.30828 1.01165
S 1.18498 -0.88776 -0.23015
S -0.82311 0.51182 0.43816
Cl -2.08158 1.83263 -1.58201
*
```

Model Q:
A cluster of 2 separate species, ClO5S2 in total. Source: OMol25; level of theory: wB97M-V/def2-TZVPD.

Its HOMO energy is -3.7 eV. The calculation puts the gap between HOMO and LUMO at 4.698 eV. As for the molecular weight: 179.582 g/mol.

```
! RIJCOSX wB97M-V def2-TZVPD def2/J DEFGRID3
* xyz -1 1
O -0.84705 -1.38975 1.92033
O -2.34275 -1.19155 -0.00778
O 0.15930 -0.87902 -0.25303
O -1.03997 0.73458 0.64649
O -0.50364 1.44274 -1.50707
S -1.14972 -0.84097 0.63743
S 0.23331 0.96152 -0.41135
Cl 5.49052 1.16245 -1.02503
*
```

Stability summary: most stable model P, least stable model Q.

Model P:
A structure of composition C2H10NO4. Source: OMol25; level of theory: wB97M-V/def2-TZVPD.

Its HOMO energy is -14.3 eV. The calculation puts the gap between HOMO and LUMO at 4.829 eV. As for the molecular weight: 112.105 g/mol.

```
! RIJCOSX wB97M-V def2-TZVPD def2/J DEFGRID3
* xyz 1 1
O 0.24103 -1.92179 -0.22924
C -0.89558 -1.56942 -0.62090
O 1.97630 0.22697 -0.17644
C -1.21707 -0.46351 -1.55447
N -0.32868 0.62646 -1.59888
H 1.23972 -0.34572 0.10090
H -1.77411 -2.20696 -0.46717
H -1.95211 -0.54777 -2.32316
H 0.62398 0.32088 -1.81945
H -0.87110 -0.64458 0.89431
H -0.55478 1.18997 -0.75767
H 0.04859 1.22978 1.55460
H 0.23625 0.41158 3.16083
O -0.00515 0.25449 2.22888
H 2.66886 -0.06371 0.42723
H -0.00709 3.06314 0.96530
O -0.34870 2.15569 0.92932
*
```

Model Q:
A cluster of 5 separate species, C2H10NO4 in total. Source: OMol25; level of theory: wB97M-V/def2-TZVPD.

Its HOMO energy is -13.4 eV. The calculation puts the gap between HOMO and LUMO at 4.330 eV. As for the molecular weight: 112.105 g/mol.

```
! RIJCOSX wB97M-V def2-TZVPD def2/J DEFGRID3
* xyz 1 1
O -1.12552 -0.74962 -1.01570
C -1.59101 -0.81327 0.15683
O 1.28305 0.08748 -1.99700
C -2.29356 0.29239 0.84224
N -1.60418 1.43572 0.61704
H 1.98575 -0.29687 -1.37663
H -1.87363 -1.86351 0.39405
H -2.67718 0.21305 1.86991
H -2.24973 2.19961 0.37770
H -0.19840 -0.91055 0.87004
H -0.98544 1.17845 -0.17527
H 1.81429 -0.02805 0.88665
H 3.50983 -1.17070 -0.07689
O 2.78604 -0.53055 -0.13171
H 1.52727 -0.00400 -2.92377
H 1.72903 0.87032 2.22094
O 1.22427 0.32549 1.60594
*
```

Stability summary: most stable model Q, least stable model P.

Model P:
A cluster of 2 separate species, C3H11N3 in total. Source: OMol25; level of theory: wB97M-V/def2-TZVPD.

Its HOMO energy (spin up / spin down) is -11.4 / -11.4 eV. The calculation puts the gap between HOMO and LUMO (spin up / spin down) at 7.849 / 2.762 eV. The expectation value of S² is 0.7540. As for the molecular weight: 89.142 g/mol.

```
! RIJCOSX wB97M-V def2-TZVPD def2/J DEFGRID3
* xyz 1 2
C -1.67165 3.01693 0.64490
N -1.29161 1.86413 1.42270
C -0.24342 2.12163 2.37990
H -2.19475 2.75551 -0.26566
H -0.79845 3.60862 0.36995
H -2.29632 3.67300 1.25201
H -2.05981 1.38755 1.89865
H -0.52527 2.86808 3.11841
H -0.04429 1.21153 2.94761
H 0.67163 2.48354 1.91113
N 1.59871 -4.19055 -1.32554
C 1.40903 -3.64909 -2.57823
N 2.01603 -2.57970 -2.94597
H 0.68055 -4.34776 -0.92205
H 2.15300 -3.54699 -0.77242
H 0.58876 -4.04842 -3.17152
H 2.00786 -2.62799 -3.96388
*
```

Model Q:
A cluster of 2 separate species, C3H11N3 in total. Source: OMol25; level of theory: wB97M-V/def2-TZVPD.

Its HOMO energy (spin up / spin down) is -13.3 / -13.3 eV. The calculation puts the gap between HOMO and LUMO (spin up / spin down) at 8.318 / 3.961 eV. The expectation value of S² is 0.7884. As for the molecular weight: 89.142 g/mol.

```
! RIJCOSX wB97M-V def2-TZVPD def2/J DEFGRID3
* xyz 1 2
C -2.20375 -0.42531 1.40873
C -1.80759 -0.83924 -0.02787
N -1.35654 0.41205 -0.88060
H -2.77752 0.48067 1.38479
H -2.81922 -1.21226 1.91197
H -1.24391 0.02718 1.94591
H -1.01249 -1.54058 -0.03138
H -2.63054 -1.36285 -0.67745
H -1.24045 0.02444 -1.87116
H -2.32218 0.81901 -1.05399
N 2.44996 -0.60245 -0.29897
C 2.80707 0.79545 0.02613
N 3.75380 1.38762 -0.66765
H 1.28560 -0.75659 -0.42503
H 2.93696 -0.84376 -1.21196
H 2.38613 1.28926 0.91991
H 3.79466 2.34734 -0.45138
*
```

Stability summary: most stable model P, least stable model Q.

Model P:
A cluster of 2 separate species, C2H3ClSi in total. Source: OMol25; level of theory: wB97M-V/def2-TZVPD.

Its HOMO energy (spin up / spin down) is -9.5 / -8.0 eV. The calculation puts the gap between HOMO and LUMO (spin up / spin down) at 8.433 / 7.720 eV. As for the molecular weight: 90.585 g/mol.

```
! RIJCOSX wB97M-V def2-TZVPD def2/J DEFGRID3
* xyz 0 1
C -0.89827 0.36819 -0.48730
C -1.08566 1.31763 0.36448
Si 0.53986 0.20499 0.66923
Cl -1.89293 2.52352 1.23036
H -1.85668 -0.27037 -2.50618
H 0.23724 -0.88079 1.83878
H 1.92816 0.41844 0.85456
*
```

Model Q:
An isolated molecule of C2H3ClSi. Source: OMol25; level of theory: wB97M-V/def2-TZVPD.

Its HOMO energy is -10.0 eV. Its SMILES is [SiH3]C#CCl. The calculation puts the gap between HOMO and LUMO at 10.713 eV. As for the molecular weight: 90.585 g/mol.

```
! RIJCOSX wB97M-V def2-TZVPD def2/J DEFGRID3
* xyz 0 1
Si 0.10644 -0.26224 -0.14254
C 1.52251 -1.48726 -0.26744
C 2.15827 -2.42911 -0.58482
Cl 3.13132 -3.60758 -1.18807
H -1.22987 -1.08108 -0.22722
H 0.48036 0.60536 -1.25591
H 0.44024 0.46193 1.20684
*
```

Stability summary: most stable model Q, least stable model P.